No. 1
19
Properties=species:S:1:pos:R:3 method="wB97M-V/def2-TZVPD" spin_multiplicity=2 orbital_gap_ev="2.7 / 9.7" homo_ha="0.028 / -0.233" charge=-1 relative_energy_kcal_mol=5.4 s2=0.75 lumo_energy_ev="3.45 / 3.35"
C -0.938 1.070 2.242
N -0.478 -0.324 2.302
H -0.524 1.683 3.040
H -2.022 1.088 2.438
H -0.834 1.475 1.237
H -0.084 -0.591 1.412
H 0.157 -0.489 3.059
H -2.323 -1.889 -0.224
H -1.885 -0.571 0.379
O -2.362 -0.936 -0.376
H -0.149 -0.468 -2.455
H -1.471 -0.015 -1.932
O -0.657 0.355 -2.325
H 2.384 0.878 0.321
H 1.620 -0.042 -0.673
O 1.877 0.067 0.254
H 1.867 -0.345 -3.247
H 3.292 -0.725 -2.892
O 2.529 -0.222 -2.560

***

No. 2
19
Properties=species:S:1:pos:R:3 method="wB97M-V/def2-TZVPD" spin_multiplicity=1 orbital_gap_ev=9.9 homo_ha=-0.349 smiles=CN.O.O.O.O relative_energy_kcal_mol=24.9 lumo_energy_ev=0.44
C -0.726 -0.478 0.429
N -0.814 -0.466 -1.031
H -0.259 -1.381 0.843
H -0.335 0.371 0.981
H -1.754 -0.677 0.758
H -0.181 0.152 -1.499
H -1.761 -0.197 -1.257
O 0.791 -2.752 -1.629
H -0.002 -2.170 -1.493
H 1.106 -2.644 -2.519
O 3.453 -1.913 1.129
H 4.299 -2.391 1.091
H 2.837 -2.606 1.359
O -2.528 2.399 1.518
H -3.014 3.036 2.037
H -1.695 2.836 1.317
O -0.048 2.852 -0.403
H -0.119 2.653 -1.355
H 0.748 3.377 -0.276

***

No. 3
22
Properties=species:S:1:pos:R:3 method="wB97M-V/def2-TZVPD" spin_multiplicity=6 orbital_gap_ev="3.5 / 9.4" homo_ha="-0.236 / -0.466" charge=+1 s2=8.76 lumo_energy_ev="-2.90 / -3.27"
Fe 0.298 0.094 0.444
O -0.093 -1.893 0.276
H -0.495 -2.502 0.895
H 0.529 -2.428 -0.218
O 0.637 2.119 0.465
H -0.025 2.575 -0.055
H 1.162 2.819 0.853
O -1.678 0.292 1.043
H -2.057 1.033 1.516
H -2.416 -0.298 0.891
O 2.206 -0.243 -0.305
H 2.865 0.217 -0.825
H 2.657 -1.024 0.017
O 0.814 -0.046 2.499
H 1.684 -0.175 2.877
H 0.242 0.097 3.253
C -1.387 -0.295 -2.341
O -0.284 0.374 -1.655
H -1.296 -1.308 -1.950
H -2.327 0.125 -1.983
H -1.378 -0.308 -3.431
H 0.340 0.774 -2.266

***

No. 4
22
Properties=species:S:1:pos:R:3 method="wB97M-V/def2-TZVPD" spin_multiplicity=1 orbital_gap_ev=9.9 homo_ha=-0.343 smiles="[H]/N=C/N.O.O.O.O.O" relative_energy_kcal_mol=13.0 lumo_energy_ev=0.59
H -1.359 -1.624 1.808
N -1.602 -1.809 0.851
C -1.796 -0.962 -0.058
N -1.826 -1.472 -1.354
H -1.842 0.124 -0.097
H -2.044 -1.031 -2.224
H -2.129 -2.423 -1.396
O 0.656 1.918 1.825
H 0.920 2.339 2.646
H 0.514 0.973 2.016
O 1.732 1.593 -0.718
H 2.594 2.000 -0.606
H 1.280 1.777 0.134
O 0.995 -0.745 2.014
H 1.162 -1.417 2.664
H 1.221 -1.064 1.112
O -1.213 2.222 -2.188
H -0.639 2.539 -2.827
H -0.676 1.771 -1.538
O 1.630 -1.591 -0.475
H 0.944 -2.267 -0.525
H 1.476 -0.848 -1.067

***

No. 5
20
Properties=species:S:1:pos:R:3 method="wB97M-V/def2-TZVPD" spin_multiplicity=1 orbital_gap_ev=11.8 homo_ha=-0.538 charge=+1 relative_energy_kcal_mol=22.3 lumo_energy_ev=-2.80
C -0.703 -0.858 1.416
N 0.362 -1.234 0.450
H -0.221 -0.491 2.310
H -1.512 -0.266 1.005
H -1.201 -1.810 1.607
H 0.188 -1.227 -0.579
H 0.926 -2.069 0.560
H 1.063 -0.487 0.593
H -3.374 -1.763 -3.725
H -2.817 -0.585 -2.903
O -2.615 -1.475 -3.234
H 0.389 4.552 1.843
H 1.842 4.408 2.337
O 1.031 3.900 2.104
H 1.464 1.652 2.379
H 2.586 1.201 1.451
O 1.710 0.957 1.773
H -0.713 -1.526 -2.645
H 0.811 -2.151 -2.716
O 0.167 -1.587 -2.300

***

No. 6
20
Properties=species:S:1:pos:R:3 method="wB97M-V/def2-TZVPD" spin_multiplicity=1 orbital_gap_ev=11.7 homo_ha=-0.533 charge=+1 relative_energy_kcal_mol=20.9 lumo_energy_ev=-2.85
C -1.541 -1.725 -0.371
N -0.187 -1.093 -0.334
H -1.530 -2.578 0.306
H -1.641 -2.235 -1.328
H -2.310 -0.999 -0.179
H 0.104 -0.739 0.581
H 0.465 -1.868 -0.463
H -0.013 -0.404 -1.086
H 1.581 1.439 4.703
H 2.712 2.399 4.690
O 2.501 1.488 4.403
H -2.143 1.377 -3.906
H -2.777 2.274 -2.788
O -1.952 1.880 -3.105
H 1.514 0.930 -2.429
H 0.343 0.677 -3.258
O 0.827 0.262 -2.533
H 1.976 -0.808 2.328
H 0.934 0.147 2.752
O 1.136 -0.423 2.016

***

No. 7
20
Properties=species:S:1:pos:R:3 method="wB97M-V/def2-TZVPD" spin_multiplicity=1 orbital_gap_ev=12.4 homo_ha=-0.563 charge=+1 relative_energy_kcal_mol=25.1 lumo_energy_ev=-2.89
C 0.135 2.900 -0.615
N 0.009 1.584 -1.377
H -0.641 3.625 -0.890
H 1.068 3.437 -0.817
H 0.154 2.867 0.526
H -0.858 1.092 -1.031
H 0.002 1.713 -2.462
H 0.723 0.860 -1.125
H -1.823 -3.303 1.031
H -0.607 -2.815 0.366
O -1.439 -2.448 0.628
H 2.924 -1.051 1.778
H 1.773 -1.895 2.381
O 1.991 -1.135 1.980
H 1.161 -0.765 0.383
H 2.256 -0.789 -0.669
O 1.333 -0.520 -0.572
H -1.908 -0.639 0.046
H -3.064 0.302 -0.094
O -2.138 0.213 -0.298

***

No. 8
20
Properties=species:S:1:pos:R:3 method="wB97M-V/def2-TZVPD" spin_multiplicity=2 orbital_gap_ev="12.9 / 2.0" homo_ha="-0.703 / -0.640" charge=+2 relative_energy_kcal_mol=5.5 s2=0.76 lumo_energy_ev="-6.28 / -15.41"
C -0.582 -2.700 -0.980
N -0.370 -1.277 -0.602
H -0.367 -2.818 -2.036
H -1.614 -2.970 -0.780
H 0.076 -3.285 -0.344
H 0.511 -0.920 -1.028
H -0.956 -0.633 -1.146
H -0.479 -1.032 0.385
H 0.782 2.801 -3.385
H -0.682 2.571 -2.824
O 0.182 2.137 -2.954
H -0.520 1.619 5.196
H -0.645 2.809 4.254
O -0.276 1.913 4.305
H -0.757 0.669 2.361
H -1.470 -0.604 2.624
O -0.945 -0.172 1.946
H 2.200 0.013 -2.740
H 2.692 -0.810 -1.531
O 1.920 -0.331 -1.872

***

No. 9
21
Properties=species:S:1:pos:R:3 method="wB97M-V/def2-TZVPD" spin_multiplicity=1 orbital_gap_ev=9.8 homo_ha=-0.357 smiles=CS.O.O.O.O.O relative_energy_kcal_mol=28.4 lumo_energy_ev=0.05
C 1.145 2.043 2.497
S 0.489 1.016 1.143
H 1.202 1.485 3.412
H 0.733 3.036 2.526
H 2.212 2.160 2.083
H -0.233 1.910 0.423
O -2.132 1.237 -1.196
H -2.069 2.165 -1.457
H -1.856 1.294 -0.263
O 2.914 -0.878 2.517
H 3.455 -1.170 1.775
H 2.160 -0.418 2.138
O -1.807 -3.937 0.725
H -1.597 -3.110 0.212
H -0.961 -3.988 1.221
O -1.133 -1.734 -1.769
H -1.297 -0.871 -1.373
H -1.846 -1.948 -2.374
O 0.398 1.448 -4.402
H 0.520 0.491 -4.342
H -0.568 1.474 -4.440

***

No. 10
21
Properties=species:S:1:pos:R:3 method="wB97M-V/def2-TZVPD" spin_multiplicity=1 orbital_gap_ev=10.9 homo_ha=-0.385 smiles=CO.O.O.O.O.O relative_energy_kcal_mol=32.3 lumo_energy_ev=0.41
C -0.076 0.647 4.527
O 1.048 0.404 3.705
H -0.245 -0.191 5.227
H 0.126 1.518 5.129
H -1.025 0.747 4.011
H 0.882 -0.463 3.316
O -0.623 -2.425 -1.785
H -1.107 -2.642 -2.594
H 0.105 -1.872 -2.097
O -4.225 -0.741 -0.765
H -3.295 -0.582 -0.585
H -4.521 -1.409 -0.141
O -1.790 4.466 -0.516
H -1.955 5.028 -1.277
H -2.460 4.698 0.132
O 2.172 -1.521 -1.042
H 1.553 -2.144 -0.633
H 2.663 -1.224 -0.267
O 3.928 -0.967 -4.728
H 4.100 -0.055 -4.480
H 4.745 -1.271 -5.135

***

No. 11
21
Properties=species:S:1:pos:R:3 method="wB97M-V/def2-TZVPD" spin_multiplicity=1 orbital_gap_ev=10.6 homo_ha=-0.390 smiles=CO.O.O.O.O.O relative_energy_kcal_mol=42.3 lumo_energy_ev=0.02
C -0.713 -1.257 1.023
O 0.366 -0.596 1.648
H -1.259 -1.857 1.646
H -0.121 -1.625 0.181
H -1.459 -0.591 0.747
H 0.048 0.141 2.170
O 0.914 2.685 -0.922
H 0.263 3.105 -0.285
H 1.187 1.828 -0.310
O -1.484 -2.135 -3.027
H -0.574 -1.954 -3.217
H -1.818 -1.371 -2.481
O 0.777 -0.580 -2.667
H 0.509 0.319 -2.907
H 1.280 -0.217 -1.856
O -1.746 1.511 3.090
H -2.102 1.405 3.979
H -2.421 1.924 2.559
O 2.725 0.003 -0.131
H 2.330 0.057 0.733
H 3.299 -0.797 0.026

***

No. 12
21
Properties=species:S:1:pos:R:3 method="wB97M-V/def2-TZVPD" spin_multiplicity=1 orbital_gap_ev=10.4 homo_ha=-0.374 smiles=CO.O.O.O.O.O relative_energy_kcal_mol=31.5 lumo_energy_ev=0.26
C -0.508 -4.184 0.547
O -0.057 -3.228 -0.430
H -1.232 -4.737 -0.056
H -1.146 -3.713 1.298
H 0.262 -4.840 0.936
H 0.764 -2.856 -0.089
O -1.696 1.827 1.907
H -0.839 2.266 1.815
H -2.190 2.601 2.203
O -0.458 2.889 -1.601
H -0.898 3.217 -2.365
H 0.256 3.437 -1.283
O 2.583 2.737 -0.443
H 2.773 3.358 0.266
H 3.412 2.285 -0.619
O -2.096 -0.503 0.165
H -2.385 0.385 0.406
H -1.299 -0.587 0.697
O 1.830 -0.178 -0.840
H 1.202 -0.817 -1.187
H 1.722 0.644 -1.327